[1]
Computed, not measured: a 2-piece molecular cluster, C3H9NS overall in a non-equilibrium geometry, with ωB97M-V/def2-TZVPD.

```
14
C3H9NS ωB97M-V/def2-TZVPD
S -0.292 -1.717 1.122
N -1.844 1.386 0.059
C 0.937 -1.625 -0.149
C -1.036 2.240 0.454
C 0.738 -0.500 -1.166
H 0.817 -2.565 -0.712
H -2.630 0.623 0.649
H 1.964 -1.547 0.244
H -0.185 -0.751 1.966
H -0.471 3.194 0.673
H -0.146 1.901 1.226
H 0.921 0.453 -0.686
H -0.226 -0.523 -1.684
H 1.454 -0.569 -1.996
```

energy relative to the best compared isomer or geometry (same formula, charge and spin)	5.258	eV
calculated total energy	-572.44686	Eh
strongest force on any atom	6.753	eV/A
SMILES	C=N.CCS
E_HOMO	-8.0	eV
frontier orbital gap	0.29983	hartree

Here are the Mulliken charges for atoms 1 to 8, given in e:
1 S -0.238
2 N -0.588
3 C -0.299
4 C -0.020
5 C -0.946
6 H 0.243
7 H 0.334
8 H 0.299

***

[2]
Computed, not measured: a 2-piece molecular cluster, C5H12N2 overall in a non-equilibrium geometry, with ωB97M-V/def2-TZVPD.

```
19
C5H12N2 ωB97M-V/def2-TZVPD
N 1.618 -0.407 1.539
N -3.027 -0.824 0.160
C 1.294 -0.845 0.122
C 1.167 0.249 -1.008
C -1.991 -0.102 -0.294
C 0.274 1.271 -0.280
C -0.943 0.604 0.395
H 0.929 1.736 0.528
H -0.008 2.063 -1.042
H 1.890 -1.627 -0.318
H -1.280 0.922 1.395
H 2.154 0.694 -1.227
H -1.938 0.150 -1.362
H -3.848 -0.601 -0.408
H 0.785 -0.297 -1.885
H 0.875 0.236 1.767
H 2.479 0.023 1.596
H 0.267 -1.397 0.198
H -0.700 -1.848 0.125
```

energy relative to the best compared isomer or geometry (same formula, charge and spin)	8.336	eV
calculated total energy	-306.92302	Eh
strongest force on any atom	4.648	eV/A
E_HOMO	-7.0	eV
frontier orbital gap	0.18114	hartree

Here are the Mulliken charges for atoms 1 to 8, given in e:
1 N -0.566
2 N -0.726
3 C -0.541
4 C -0.351
5 C -0.293
6 C -0.808
7 C -0.184
8 H 0.369

***

[3]
Computed, not measured: a 10-piece molecular cluster, C57H110F6IN9O11S2 overall in a non-equilibrium geometry, with ωB97M-V/def2-TZVPD.

```
196
C57H110F6IN9O11S2 ωB97M-V/def2-TZVPD
I -12.707 -11.150 -0.762
S -14.380 -9.568 3.787
S -12.622 -13.341 -6.179
F -15.787 -9.336 6.087
F -14.706 -7.540 5.551
F -16.418 -8.089 4.381
F -11.263 -13.430 -8.584
F -10.783 -11.632 -7.456
F -10.005 -13.536 -6.857
O -15.686 -6.568 -0.192
O -10.236 -13.208 3.188
O -13.020 -14.678 -6.533
O -16.856 -10.745 0.534
O -14.213 -8.767 2.534
O -9.399 -8.273 3.396
O -12.183 -13.248 -4.810
O -13.114 -9.806 4.476
O -13.576 -12.308 -6.560
O -15.151 -10.805 3.572
O -8.144 -12.408 -3.702
N -13.102 -13.996 2.913
N -16.725 -4.424 1.977
N -15.532 -15.597 -2.766
N -13.981 -9.173 -4.795
N -9.971 -7.656 0.586
N -18.675 -19.165 -7.961
N -9.353 -14.937 -2.394
N -20.391 -8.612 -1.813
N -19.147 -10.873 2.773
C -14.955 -15.508 -4.005
C -20.085 -9.626 -2.610
C -16.602 -17.077 -4.779
C -8.491 -9.399 -0.734
C -15.413 -8.520 5.060
C -12.834 -14.680 1.549
C -14.660 -13.951 3.161
C -9.468 -12.594 -3.449
C -11.443 -5.932 -0.716
C -21.765 -8.509 -1.236
C -17.833 -2.129 2.928
C -8.642 -7.786 4.473
C -20.628 -10.666 2.783
C -11.115 -12.337 2.513
C -15.691 -9.996 -3.325
C -16.071 -4.736 4.440
C -17.337 -19.338 -7.763
C -17.294 -17.773 -5.902
C -19.437 -7.607 -1.561
C -10.238 -15.647 -3.422
C -8.759 -6.695 0.811
C -10.697 -7.665 3.136
C -14.999 -14.744 -1.666
C -15.961 -7.919 -4.508
C -14.433 -10.155 -3.991
C -12.570 -12.576 3.057
C -18.423 -9.519 2.605
C -17.183 -5.875 1.569
C -9.653 -13.414 -2.186
C -14.715 -8.046 -5.095
C -12.595 -9.259 -5.244
C -18.716 -11.525 4.092
C -19.369 -18.428 -7.089
C -15.981 -6.830 1.145
C -9.792 -15.698 -1.186
C -18.755 -11.824 1.632
C -16.485 -8.875 -3.652
C -14.772 -7.553 -0.706
C -19.367 -19.960 -8.986
C -17.200 -11.892 1.236
C -7.906 -15.319 -2.659
C -17.852 -8.770 -3.026
C -18.914 -9.705 -3.330
C -17.136 -17.052 -3.513
C -11.109 -7.746 1.652
C -16.217 -3.833 0.664
C -12.492 -14.897 4.068
C -15.463 -16.341 -4.979
C -10.691 -7.319 -0.729
C -18.713 -17.710 -6.065
C -18.195 -7.666 -2.201
C -15.586 -4.363 3.051
C -9.387 -9.127 0.504
C -17.990 -3.612 2.495
C -16.608 -16.327 -2.489
C -16.650 -18.718 -6.721
C -11.081 -12.941 -7.359
H -15.112 -14.935 3.040
H -18.752 -10.560 -3.969
H -12.512 -14.451 5.062
H -19.049 -10.914 4.931
H -13.917 -7.502 -0.032
H -18.490 -4.182 3.278
H -8.956 -9.351 1.480
H -10.916 -12.356 1.442
H -7.661 -8.236 4.623
H -13.011 -15.856 4.075
H -18.649 -3.724 1.634
H -8.327 -6.858 1.798
H -18.968 -8.798 3.214
H -7.982 -11.935 -4.521
H -8.218 -10.436 -0.926
H -15.132 -6.747 1.823
H -14.366 -7.263 -5.753
H -11.778 -6.895 1.518
H -15.245 -8.535 -0.724
H -11.521 -8.111 3.692
H -15.253 -4.251 0.375
H -11.407 -8.069 -1.064
H -9.821 -11.574 -3.303
H -9.927 -13.025 -4.339
H -9.956 -15.262 -4.401
H -21.913 -7.531 -0.778
H -15.621 -18.937 -6.477
H -17.652 -11.725 4.220
H -14.717 -4.840 2.599
H -18.529 -9.124 1.594
H -14.739 -13.564 4.178
H -14.590 -7.288 -1.748
H -19.344 -12.717 1.841
H -11.755 -8.599 1.445
H -20.125 -19.354 -9.482
H -9.159 -8.133 5.368
H -16.169 -2.766 0.879
H -9.119 -13.142 -1.275
H -11.768 -14.816 1.367
H -21.922 -9.247 -0.450
H -12.039 -9.871 -4.533
H -20.949 -10.079 3.643
H -9.090 -15.320 -0.444
H -9.920 -7.341 -1.499
H -11.238 -15.283 -3.183
H -11.563 -5.539 -1.726
H -15.757 -14.040 -1.323
H -19.238 -16.907 -5.568
H -7.380 -15.012 -1.755
H -18.135 -17.450 -3.417
H -10.826 -11.303 2.704
H -16.944 -4.042 -0.121
H -15.188 -3.350 3.118
H -12.194 -8.250 -5.155
H -17.472 -6.913 -1.926
H -17.866 -6.221 2.344
H -10.811 -15.519 -0.842
H -12.433 -5.854 -0.267
H -12.677 -12.313 4.110
H -19.966 -20.778 -8.586
H -18.756 -20.350 -9.800
H -13.331 -15.638 1.397
H -9.448 -13.399 2.675
H -10.786 -6.617 3.423
H -20.420 -18.297 -7.298
H -16.552 -7.017 -4.571
H -16.874 -20.063 -8.416
H -16.665 -12.154 2.148
H -19.416 -11.435 0.857
H -15.129 -16.286 -6.004
H -16.882 -12.737 0.626
H -17.428 -2.022 3.934
H -13.274 -14.010 0.811
H -13.342 -12.051 2.495
H -16.458 -7.798 1.298
H -19.149 -12.525 4.066
H -10.205 -16.736 -3.455
H -16.128 -10.742 -2.677
H -14.131 -14.159 -1.970
H -13.791 -11.011 -3.845
H -17.902 -5.614 0.793
H -20.807 -10.419 -2.741
H -7.515 -14.634 -3.412
H -21.169 -11.611 2.723
H -20.906 -10.131 1.875
H -22.474 -8.724 -2.036
H -17.411 -9.654 2.987
H -15.910 -10.855 0.408
H -7.574 -8.824 -0.606
H -7.915 -16.363 -2.970
H -8.537 -6.702 4.450
H -16.705 -3.948 4.845
H -8.057 -6.878 -0.003
H -18.811 -1.650 2.980
H -14.798 -15.481 -0.889
H -10.978 -5.075 -0.231
H -10.717 -13.408 -1.949
H -17.308 -1.454 2.252
H -14.177 -14.767 -4.114
H -16.600 -5.687 4.503
H -15.068 -13.350 2.349
H -10.229 -9.819 0.477
H -9.032 -9.019 -1.601
H -9.612 -16.773 -1.204
H -15.159 -4.672 5.033
H -11.451 -15.135 3.847
H -17.030 -16.219 -1.501
H -12.534 -9.770 -6.205
H -19.668 -6.792 -0.891
H -9.263 -5.729 0.798
```

total charge	+6
calculated total energy	-5249.17918	Eh
strongest force on any atom	4.381	eV/A
E_HOMO	-18.8	eV
frontier orbital gap	0.21220	hartree

Here are the Mulliken charges for atoms 1 to 8, given in e:
1 I -0.566
2 S 1.020
3 S 1.071
4 F -0.221
5 F -0.193
6 F -0.151
7 F -0.194
8 F -0.226

***

[4]
Computed, not measured: a 2-piece molecular cluster, C6H9NO overall in a non-equilibrium geometry, with ωB97M-V/def2-TZVPD.

```
17
C6H9NO ωB97M-V/def2-TZVPD
O -2.911 0.150 -0.788
N 0.184 -0.036 -0.389
C 2.283 1.303 -0.054
C 2.941 0.129 0.200
C 0.928 1.093 -0.280
C 1.031 -1.224 -0.233
C 2.480 -1.068 -0.183
C -3.806 -0.032 0.488
H 2.508 2.386 0.076
H -2.042 -0.269 -0.370
H 4.053 0.056 0.604
H -3.964 0.983 1.142
H -4.859 -0.355 0.068
H 0.646 -2.224 -0.315
H -2.985 -0.918 0.934
H 3.122 -2.026 -0.123
H 0.390 2.052 -0.777
```

energy relative to the best compared isomer or geometry (same formula, charge and spin)	4.361	eV
calculated total energy	-363.86398	Eh
strongest force on any atom	6.044	eV/A
SMILES	c1ccncc1.CO
E_HOMO	-9.7	eV
frontier orbital gap	0.37123	hartree

Here are the Mulliken charges for atoms 1 to 8, given in e:
1 O -0.503
2 N -0.257
3 C -0.402
4 C -0.132
5 C -0.066
6 C -0.211
7 C -0.383
8 C -0.386

***

[5]
Computed, not measured: one molecule with the formula C12H19NOS in a non-equilibrium geometry, with ωB97M-V/def2-TZVPD.

```
34
C12H19NOS ωB97M-V/def2-TZVPD
S 0.244 2.288 -0.664
O 1.392 2.386 -1.525
N 0.185 3.384 0.326
C -2.474 0.598 -0.002
C -0.357 -2.490 0.321
C 3.293 -0.237 -1.472
C 0.914 -1.980 0.135
C -3.370 0.313 -1.182
C -1.297 -0.313 -0.112
C 2.545 -0.062 -0.053
C -3.307 0.458 1.363
C -1.450 -1.692 0.201
C 3.528 -0.462 1.138
C 1.135 -0.596 -0.148
C 0.011 0.139 -0.121
H 2.625 0.182 -2.164
H 3.117 -0.055 2.029
H 3.600 -1.292 -1.690
H -0.381 -3.429 0.719
H -2.943 0.659 -2.112
H 4.540 -0.153 0.922
H -3.902 -0.478 1.329
H -4.290 0.777 -1.153
H 3.596 -1.546 1.074
H -0.877 2.332 -1.547
H 4.296 0.369 -1.538
H -3.967 1.392 1.371
H 1.730 -2.624 0.419
H -3.609 -0.805 -1.109
H -0.567 3.660 0.941
H -2.433 -2.107 0.541
H -2.507 0.270 2.118
H -2.066 1.655 -0.007
H 2.296 1.075 -0.026
```

energy relative to the best compared isomer or geometry (same formula, charge and spin)	2.544	eV
calculated total energy	-996.65003	Eh
strongest force on any atom	4.584	eV/A
SMILES	CC(C)c1cccc(C(C)C)c1[S@@H](=N)=O
E_HOMO	-9.1	eV
frontier orbital gap	0.35046	hartree

Here are the Mulliken charges for atoms 1 to 8, given in e:
1 S 0.678
2 O -0.613
3 N -0.600
4 C 0.543
5 C -1.205
6 C -1.390
7 C -0.407
8 C -1.540

***

[6]
Computed, not measured: C3H12CuN10O15 as an isolated structure in a non-equilibrium geometry, with ωB97M-V/def2-TZVPD.

```
41
C3H12CuN10O15 ωB97M-V/def2-TZVPD
Cu 0.297 -23.634 17.466
O -0.436 -25.183 15.465
O -0.542 -27.096 14.478
O 2.012 -25.016 17.335
O -3.203 -22.583 15.013
O -1.547 -22.735 16.354
O 1.963 -22.511 18.785
O -2.098 -25.621 14.207
O -2.561 -25.293 19.154
O 1.156 -22.337 16.008
O -0.748 -22.580 19.295
O -2.610 -22.321 20.225
O -3.566 -22.989 17.055
O -1.257 -26.610 20.265
O -0.926 -21.224 20.957
O -0.555 -25.340 18.651
N 1.734 -20.883 20.357
N -1.015 -26.005 14.727
N -1.437 -22.011 20.150
N 0.378 -20.436 15.084
N -2.779 -22.752 16.131
N 2.468 -20.544 15.890
N 3.429 -26.787 17.566
N -1.466 -25.775 19.379
N 3.459 -20.892 18.977
N 4.122 -24.610 17.740
C 2.337 -21.467 19.344
C 1.346 -21.174 15.668
C 3.122 -25.455 17.551
H 3.815 -20.031 19.356
H 3.340 -20.984 16.126
H 0.415 -19.434 15.173
H 1.982 -19.923 20.527
H 2.677 -27.457 17.591
H 2.494 -19.556 15.698
H 3.987 -23.621 17.618
H 1.002 -21.394 20.836
H 4.396 -27.039 17.678
H -0.490 -20.958 15.033
H 4.998 -24.837 18.184
H 4.004 -21.310 18.243
```

<S²>	0.7527
total charge	-2
calculated total energy	-3437.75134	Eh
strongest force on any atom	4.331	eV/A
spin multiplicity	2
E_HOMO (spin up / spin down)	-1.4 / -1.4	eV
frontier orbital gap (spin up / spin down)	0.18048 / 0.18043	hartree

Here are the Mulliken charges for atoms 1 to 8, given in e:
1 Cu 1.872
2 O -0.450
3 O -0.711
4 O -0.195
5 O -0.670
6 O -0.354
7 O -0.519
8 O -0.641